(1)
Formula: C24H22AsCl3HfNO4
Source: the Open Molecules 2025 dataset
Level of theory: ωB97M-V/def2-TZVPD

Geometry as XYZ:
```
56
Properties=species:S:1:pos:R:3:forces:R:3:lowdin_charge:R:1
Hf 0.18590 -0.10260 -0.05270 1.9111 -0.9975 -0.0408 1.4245
C 2.40970 -0.75840 -0.79350 0.4582 -0.7858 -0.1679 -0.1814
C 1.51960 -1.11160 -1.84030 0.5464 -0.6912 -0.1946 -0.1702
C 0.67340 -2.13990 -1.36310 0.5646 -0.4551 -0.3152 -0.1673
C 1.01860 -2.40650 -0.01970 0.6213 -0.4501 -0.2434 -0.1690
C 2.09910 -1.55980 0.33060 0.5623 -0.5267 -0.4080 -0.1642
H 3.28830 -0.13690 -0.89660 -0.2790 0.2385 0.1127 0.1221
H 1.60160 -0.79070 -2.87140 -0.2467 0.2217 0.1952 0.1274
H -0.02630 -2.70750 -1.96420 -0.1478 0.3214 0.1738 0.1253
H 0.64340 -3.22280 0.58570 -0.1981 0.3574 0.0240 0.1241
H 2.67210 -1.60910 1.24550 -0.2658 0.2473 0.0644 0.1274
O -2.65850 0.82900 -2.72510 0.3187 0.0347 0.0431 0.1065
C -1.63230 0.75680 -2.08550 -0.7612 0.5176 -1.0123 -0.5793
O -1.33730 -0.20950 -1.27520 -1.7949 0.0546 -1.5659 -0.2372
C -0.60360 1.86760 -2.15330 0.0028 0.2384 -0.1817 -0.1948
C -0.86990 2.95660 -2.99320 0.1287 0.0797 0.0911 0.0354
C -0.00990 4.02240 -2.97580 -0.0266 -0.3878 0.1417 0.0425
C 1.12200 3.97810 -2.13850 -0.0544 -0.3714 0.2200 -0.1295
C 2.03870 5.04860 -2.05870 0.2011 -0.0303 0.1072 -0.0122
C 3.13810 4.95750 -1.25260 -0.1774 0.1926 -0.1371 -0.0479
C 3.35870 3.80690 -0.47740 -0.1705 -0.2609 -0.0378 -0.0348
C 2.47800 2.75930 -0.50870 0.2082 0.0114 0.1119 -0.0136
C 1.33710 2.81380 -1.33660 0.1807 0.4310 -0.0721 -0.1635
N 0.44960 1.77520 -1.34640 -0.6357 0.2827 -0.9567 0.0428
H -1.76330 2.92840 -3.59910 0.0182 -0.0160 -0.0093 0.1293
H -0.18810 4.88970 -3.59210 -0.0089 0.1287 -0.0672 0.1302
H 1.85230 5.93820 -2.64320 0.0080 0.0303 -0.0739 0.1226
H 3.83910 5.77460 -1.19480 0.0669 0.1064 -0.0268 0.1144
H 4.23690 3.75390 0.14740 0.0507 -0.0462 0.1063 0.1157
H 2.64300 1.88660 0.10730 0.0180 0.0589 -0.0360 0.0779
Cl -0.50660 5.21640 4.92860 -0.0280 0.2300 0.1309 0.7188
C -0.02590 3.97710 3.84230 0.0231 -0.3410 -0.3014 -0.6738
C -0.91980 3.53320 2.87770 0.1107 -0.0239 0.0657 -0.1103
C -0.53490 2.48840 2.05810 0.6399 -0.0723 0.3695 -0.4942
Cl -1.59590 1.88740 0.82680 -0.6168 0.8590 0.2070 0.9000
C 0.70930 1.84970 2.14600 0.1023 0.9567 0.8032 -0.4260
O 1.04890 0.83680 1.38100 0.8586 1.4967 1.7051 -0.2759
C 1.60640 2.39400 3.09140 -0.4606 -0.2708 -0.3961 -0.5786
Cl 3.18440 1.72160 3.13960 0.2723 -0.0644 0.1265 0.7596
C 1.24520 3.42100 3.93950 -0.1242 0.0764 -0.0593 -0.1053
H -1.88990 3.99090 2.76720 -0.0843 0.0326 0.0364 0.1126
H 1.95230 3.79270 4.66490 0.0213 0.0208 0.0562 0.1152
C -3.06750 -2.97570 0.67170 0.2621 0.3836 0.0344 -0.1704
As -2.75490 -1.09030 1.06150 -2.3734 -1.1571 1.0341 1.0791
C -3.98870 -0.14710 -0.14510 0.4531 -0.1681 -0.0223 -0.1842
C -3.47400 -0.76740 2.85900 0.3851 -0.0014 -0.4199 -0.1711
O -1.09930 -0.90220 1.24990 -0.7827 -0.6435 0.6802 -0.5829
H -4.13560 -3.19370 0.68310 0.0363 0.1294 0.0192 0.0492
H -2.56190 -3.57570 1.42990 -0.0229 0.1010 -0.0530 0.0489
H -2.66170 -3.21360 -0.31200 -0.0096 0.0629 0.0375 0.0440
H -4.97920 -0.49300 0.15310 0.0715 -0.0333 0.2313 0.0556
H -3.81420 -0.42590 -1.18290 0.1063 -0.0120 0.1521 0.0345
H -3.93590 0.93510 -0.05780 0.0138 -0.0714 0.1027 0.0220
H -4.55270 -0.91470 2.89550 0.0404 -0.0084 -0.1730 0.0466
H -3.23590 0.26100 3.13470 -0.0275 -0.0396 -0.0397 0.0344
H -2.99270 -1.43930 3.57170 0.0346 0.0239 -0.1723 0.0490
```
Positions in Å, forces in eV/Å.

net charge: +1
LUMO: -0.131 Eh
multiplicity: 1



(2)
Formula: C4H2
Source: the Open Molecules 2025 dataset
Level of theory: ωB97M-V/def2-TZVPD

Geometry as XYZ:
```
6
Properties=species:S:1:pos:R:3:forces:R:3:lowdin_charge:R:1
C 1.90876 0.02586 -0.12728 -5.5128 -1.2013 0.9248 0.1425
C 0.66232 -0.20775 -0.07844 8.0170 0.8377 -0.2164 -0.1981
C -0.64852 -0.35103 -0.01880 -8.6714 2.4588 -0.4558 -0.1744
C -1.87492 0.01278 -0.04883 4.7862 -1.4926 0.1714 0.1598
H 2.86153 0.13804 0.33440 0.3360 0.0908 -0.4816 0.0239
H -2.90917 0.38210 -0.06104 1.0450 -0.6933 0.0575 0.0462
```
Positions in Å, forces in eV/Å.

net charge: 0
LUMO: 0.007 Eh
multiplicity: 1
SMILES: C#CC#C



(3)
Formula: C20H14AsILaN3S
Source: the Open Molecules 2025 dataset
Level of theory: ωB97M-V/def2-TZVPD

Geometry as XYZ:
```
41
Properties=species:S:1:pos:R:3:forces:R:3:lowdin_charge:R:1
La -1.98019 -2.68118 -0.94767 0.1916 0.4657 0.3526 1.1313
S -1.12728 -2.51787 1.64070 -0.0877 -0.1412 0.0390 0.3800
C 0.60587 -2.21627 1.50735 1.5166 1.2465 -0.2255 -0.7231
C 1.51661 -2.90891 2.32779 -0.9951 0.8983 -0.6031 -0.1197
C 2.84031 -2.52168 2.40747 1.3556 -1.2412 1.6790 -0.1041
C 3.38807 -1.46653 1.71491 -0.2268 0.8423 0.0891 -0.0811
C 2.49512 -0.74963 0.91626 0.0459 0.2071 -0.9468 -0.0982
C 1.15624 -1.10846 0.76942 -0.9459 -0.9312 0.4795 -0.4034
As -0.10413 -0.12286 -0.40809 -0.3584 -0.1314 1.5527 1.2072
C 1.12201 0.53445 -1.66877 2.4310 -1.0514 -1.0841 -0.4436
C 1.81194 -0.47203 -2.42730 -0.6357 1.5761 0.4322 -0.0991
C 2.83904 -0.10844 -3.32292 -0.4946 -0.6861 1.0349 -0.0752
C 3.27858 1.19761 -3.38346 -2.3796 0.7030 1.3060 -0.0592
C 2.64744 2.16400 -2.53589 2.1679 -0.6010 -1.1229 -0.0772
C 1.66245 1.81407 -1.66522 -1.9879 1.1596 0.7874 -0.1354
C -0.58165 1.42651 0.74783 -1.4034 0.1650 -1.2926 -0.3507
C -0.41810 1.35794 2.10241 -0.3391 0.4988 0.4075 -0.0944
C -0.94792 2.38751 2.90524 0.3981 -1.4863 0.7188 -0.0766
C -1.70943 3.38405 2.40956 0.0791 1.1778 -0.8770 -0.0916
C -1.80877 3.52660 1.03104 -1.5280 -0.1233 0.2160 -0.0893
C -1.38673 2.50114 0.23498 2.0017 -0.3425 -0.0578 -0.1150
H 1.05839 -3.61577 2.98227 0.2627 -0.7270 0.3495 0.0890
H 3.51845 -3.03778 3.14238 -0.8913 0.3389 -0.8299 0.1241
H 4.43037 -1.13864 1.93574 -1.0068 -0.3079 -0.5637 0.1209
H 2.81566 0.08548 0.29697 0.2480 0.0139 0.2781 0.1008
H 1.51799 -1.49667 -2.22573 0.1419 -0.1665 -0.5299 0.0576
H 3.34851 -0.87615 -3.88764 -0.1099 -0.0636 -0.1475 0.1054
H 3.92747 1.47593 -4.15968 1.1600 0.4901 -0.5381 0.0868
H 3.06916 3.15808 -2.47698 -0.1619 0.1476 -0.2641 0.1026
H 1.18665 2.61953 -1.03220 0.6864 -1.0303 -0.6094 0.1194
H -0.01379 0.47990 2.57124 0.5024 -0.0733 0.1359 0.0953
H -0.82312 2.30454 3.96342 0.0382 -0.1122 0.5526 0.1024
H -2.22370 4.11246 3.00131 0.0924 0.2024 0.6298 0.1050
H -2.43109 4.34198 0.63795 0.4923 -0.3717 -0.0557 0.1167
H -1.49130 2.66588 -0.80714 -0.2014 -0.3684 -1.0212 0.0886
N -4.26627 -2.03907 -0.95709 1.0402 -0.1736 0.2429 -0.1687
C -5.42192 -2.18444 -1.13643 -1.5318 0.2737 -0.5255 -0.3936
N -6.59480 -2.40342 -1.48090 -0.9261 0.0970 -0.0302 0.0958
C -7.79604 -1.88947 -1.18244 2.3677 -0.7200 0.1349 -0.3543
N -8.83484 -1.51598 -0.87879 -1.0450 0.3887 0.0261 0.1084
I -0.27530 -4.46641 -2.66189 0.0367 -0.0425 -0.1198 -0.1840
```
Positions in Å, forces in eV/Å.

net charge: 0
LUMO: -0.030 Eh
multiplicity: 1



(4)
Formula: C16H15N5O2
Source: the Open Molecules 2025 dataset
Level of theory: ωB97M-V/def2-TZVPD

Geometry as XYZ:
```
38
Properties=species:S:1:pos:R:3:forces:R:3:lowdin_charge:R:1
N 1.82831 0.10114 -1.74757 -0.0837 -2.2071 1.9083 0.1978
N -0.46963 0.02973 -1.61631 0.1575 1.1472 -0.9267 0.1942
N 0.27513 -1.18462 1.82805 -0.8481 0.7409 -1.8937 0.1554
O 1.90071 1.16830 -4.43087 -0.2523 0.1323 -0.2973 0.0573
O -4.18964 0.80357 2.22745 0.6125 -0.8635 -0.2495 -0.2017
C 0.67899 0.37841 -2.29821 0.9262 0.0725 -1.1557 -0.2837
C 0.00365 -0.48032 -0.52336 2.9953 -1.3119 1.4175 -0.1660
C -0.54304 -0.87156 0.79658 0.5761 -1.0660 1.9839 -0.1829
C 1.45722 1.93401 -5.49891 -1.4603 0.1885 1.6423 -0.0736
C 0.16042 2.31951 -5.29870 1.7346 1.1714 -4.5405 -0.0892
C -0.21013 1.71273 -4.18171 -3.4569 -1.5251 4.4483 -0.0899
C 0.79502 1.02783 -3.59603 -0.9280 1.0929 -1.4657 -0.1820
C 3.81698 -2.07716 2.42376 3.2153 -0.7891 -1.7466 -0.0999
C 4.47727 -1.93539 1.10675 -5.5589 1.5039 0.3279 -0.0393
C 2.51350 -1.80337 2.65849 -1.0378 0.2259 0.7204 -0.0427
C 3.60742 -1.43296 0.11619 0.0952 -0.4257 -1.1532 -0.0145
C 1.64489 -1.31740 1.60719 -0.5430 -1.2654 0.7252 -0.2099
C 2.20280 -1.21174 0.34095 2.4029 1.2856 0.5527 -0.1580
N 1.43090 -0.58767 -0.61925 -2.5611 0.9850 -0.1763 0.0128
N -1.91562 -0.96329 0.98683 2.6533 -0.0653 -1.4621 0.0734
C -4.20775 2.23283 2.02716 -0.3600 -1.2672 -2.0193 -0.0923
C -3.06874 0.14145 2.85865 0.9815 1.5308 0.8799 -0.2002
C -2.54875 -1.13468 2.23885 0.4393 2.2011 -0.2871 -0.1914
H 1.96863 2.28037 -6.35090 1.7325 -0.4465 -0.3442 0.1077
H -0.39578 2.86601 -6.08300 0.2552 -0.3114 0.9728 0.1279
H -1.18919 1.71740 -3.70407 0.1861 0.1575 -0.2057 0.1265
H 4.49254 -2.51812 3.17813 -0.8024 0.4151 -0.0327 0.1025
H 5.42983 -2.21734 0.81609 1.8009 -0.4337 0.1092 0.0670
H 2.17406 -1.99273 3.71624 -0.1431 0.3962 -1.4838 0.1270
H 3.88074 -1.25808 -0.97842 0.0884 -0.3080 1.7434 0.1238
H -2.39739 -0.67002 0.17978 -1.0852 0.3301 -0.6608 0.1212
H -3.37731 2.57151 1.34656 -0.5113 -0.2014 0.9735 0.0971
H -5.16998 2.44275 1.46030 1.1167 -0.3457 0.7663 0.1022
H -4.26406 2.71054 2.97065 0.3025 0.8285 0.8533 0.0621
H -2.20745 0.83419 3.05437 -0.7941 -0.2362 -0.3064 0.1385
H -3.33210 -0.30649 3.81204 -0.7479 0.8122 0.7295 0.1114
H -3.38942 -1.72589 2.26145 -1.8575 -1.9926 -0.9665 0.1004
H -1.86301 -1.58344 2.91481 0.7596 -0.1558 0.6197 0.1110
```
Positions in Å, forces in eV/Å.

net charge: 0
LUMO: 0.005 Eh
multiplicity: 1
SMILES: COCCNc1nc2ccccc2n2nc(-c3ccco3)nc12



(5)
Formula: C9H16N2O5
Source: the Open Molecules 2025 dataset
Level of theory: ωB97M-V/def2-TZVPD

Geometry as XYZ:
```
32
Properties=species:S:1:pos:R:3:forces:R:3:lowdin_charge:R:1
C 0.12069 0.47136 0.97525 -0.2826 0.1261 -0.8694 -0.2875
C 1.42221 0.78107 0.18839 0.6633 0.7058 1.6139 -0.4080
C -0.25056 1.57369 1.99096 2.0023 -1.0129 -0.0601 -0.4102
C -0.45805 2.89141 1.31204 0.9889 0.5314 -2.0446 -0.0721
C -1.32136 1.18281 2.97831 -0.8170 -0.7920 -1.0179 -0.0698
C 0.71751 -0.94478 -1.45488 0.6242 -0.1497 -0.9696 -0.2135
C 1.62647 -1.85371 -2.27774 0.7119 0.3559 0.4909 -0.4326
C -0.59060 -0.51795 -2.19181 0.2187 0.8060 -2.0178 -0.0330
C -1.73537 -1.36428 -1.73299 -2.7825 0.2817 3.1382 -0.4918
H -0.59561 -1.36105 1.62287 0.3356 0.2735 0.3166 0.0931
H 0.78033 -0.79972 2.42828 -0.3282 -0.2974 -0.3237 0.0967
H -0.63303 0.42110 0.17805 -0.3451 -0.0921 0.4624 0.1240
H 0.70856 1.63085 2.56594 -0.5984 0.3460 -0.1411 0.1480
H 0.48524 3.27063 0.83631 -0.6944 -0.6967 0.2036 0.0946
H -0.67208 3.67663 1.97197 -0.6691 0.9744 1.3245 0.0546
H -1.23338 2.91950 0.52201 0.1650 -0.3544 0.4018 0.0951
H -1.36084 1.99110 3.68395 -0.4660 0.1569 0.5846 0.0726
H -2.31048 1.00901 2.47795 0.6605 0.4249 0.4431 0.1022
H -1.07586 0.23569 3.46916 0.0154 0.2984 0.1713 0.0672
H 2.57252 0.17970 -1.32062 -1.1227 -0.4029 -0.0639 0.1620
H 0.38560 -1.54233 -0.63041 0.0245 -0.4359 0.7537 0.1239
H -0.84586 0.51758 -1.95899 0.1275 -0.1688 0.2022 0.1252
H -0.54497 -0.50557 -3.33971 0.2886 -0.3446 1.4923 0.1631
H -0.76723 -2.88866 -2.31169 -0.6743 -0.3283 0.3906 0.0867
H 1.81024 -3.50540 -3.15851 -1.0677 0.4768 0.5367 0.1716
N 0.29709 -0.87672 1.53026 -0.0155 0.1992 0.0293 0.0671
N 1.60332 0.08603 -0.96899 0.3048 0.9921 0.0355 0.1177
O 2.29178 1.54017 0.63247 -1.0015 -0.9734 -0.8184 0.0490
O 2.78702 -1.57888 -2.45084 -0.5512 -0.7311 -0.5277 0.1308
O -2.69629 -0.90684 -1.08331 2.4229 -0.9937 -2.1237 0.0703
O -1.58791 -2.70997 -1.79345 0.7051 0.7857 -1.0014 0.1090
O 1.07090 -3.02247 -2.69022 1.1569 0.0390 -0.6118 0.0938
```
Positions in Å, forces in eV/Å.

net charge: 0
LUMO: 0.006 Eh
multiplicity: 1
SMILES: CC(C)[C@H](N)C(=O)N[C@@H](CC(=O)O)C(=O)O



Values for ΔE to the lowest compared entry with this formula, charge and spin, kcal/mol, ordered as above
14.5; 21.6; 4.2; 50.6; 18.1
Values for Kohn-Sham gap, eV, ordered as above
7.60; 9.56; 7.85; 8.05; 9.56
Values for E_HOMO, eV, ordered as above
-11.2; -9.4; -8.7; -7.9; -9.4